# C5H13NS

An isolated molecule of C5H13NS (the ωB97M-V functional and the def2-TZVPD basis, the OMol25 dataset).

Calculated values
- HOMO level (eV) = -8.673
- SMILES = CCNCCCS
- ΔE to the lowest compared entry with this formula, charge and spin (kcal per mole) = 49.3

Last column: natural (NBO) charge in e.
Positions of all 20 atoms, in Å:
C (-1.473950, 2.087503, -0.271977)  -0.222
H (-1.203797, 2.906427, 0.452500)  0.184
H (-2.201894, 1.337431, 0.162541)  0.160
H (1.716568, -2.113471, -1.099573)  0.229
N (-0.196492, 1.330107, -0.559921)  -0.629
H (-3.003655, 2.199131, -1.706868)  0.212
H (-1.304804, 2.945120, -2.137765)  0.221
H (2.094939, -0.216610, 1.105145)  0.222
H (1.796121, 0.356968, -0.802627)  0.241
H (0.204228, -1.506393, -1.142612)  0.225
C (1.033827, -1.495156, -0.421861)  -0.545
H (-2.358751, 3.820389, -1.167571)  0.214
H (0.414995, 1.534847, 1.380745)  0.199
H (1.628879, -2.407990, 1.774653)  0.119
C (0.202142, 0.637696, 0.743746)  -0.226
C (-2.095014, 2.781593, -1.426788)  -0.638
H (-0.316337, 0.738491, -1.295373)  0.336
H (-0.599259, 0.117867, 1.155741)  0.191
C (1.436085, -0.139677, 0.180458)  -0.433
S (0.618104, -2.640919, 0.901191)  -0.060

Cartesian forces (eV/Å) of the 6 atoms listed first:
C 1.0525 -0.8530 1.5166
H -0.1868 -1.2636 -0.1027
H 0.5191 1.0743 0.0750
H 0.2752 1.6003 1.1342
N -1.6562 3.4765 4.0969
H 0.8427 0.7835 -0.7123


# C4H9NS4

C4H9NS4 as an isolated structure (the ωB97M-V functional and the def2-TZVPD basis, the OMol25 dataset).

Calculated values
- HOMO level (spin up / spin down) (eV) = -7.794 / -7.813
- ΔE to the lowest compared entry with this formula, charge and spin (kcal per mole) = 17.4

Last column: natural (NBO) charge in e.
Positions of all 18 atoms, in Å:
S (2.197288, 0.840021, 4.361951)  0.001
C (-0.306945, -1.042260, -1.099800)  -0.427
H (-1.915529, -1.428735, 0.295123)  0.193
S (-0.559154, -0.431943, 2.759526)  0.338
H (-0.649204, -2.539841, 0.475226)  0.219
C (0.150987, 0.691649, 0.520361)  -0.231
H (1.233542, 0.774099, 0.432217)  0.198
H (-1.386621, 0.913642, -1.079913)  0.193
H (1.245961, 2.665353, 3.011164)  0.105
C (-0.275616, 0.484323, -0.996199)  -0.392
H (-0.208482, 1.509233, 1.049043)  0.206
H (0.737363, -1.321448, -1.221992)  0.216
N (-0.307263, -0.542552, 1.156054)  -0.565
S (2.441727, 2.242262, 2.989806)  -0.117
H (-1.020521, -1.337263, -1.968264)  0.228
H (0.395635, 0.926567, -1.725151)  0.222
C (-0.852243, -1.559502, 0.168875)  -0.215
S (1.933043, -0.920011, 3.545577)  -0.173

Cartesian forces (eV/Å) of the 6 atoms listed first:
S 0.2713 -0.2670 2.1305
C -1.1469 0.1862 -2.4907
H -0.6500 -0.1380 -0.6273
S 1.9910 -1.4220 -0.0390
H 0.8309 -1.4083 0.2635
C 0.9623 -2.0171 -3.3314


# C4H7NO

A 2-piece molecular cluster, C4H7NO overall (the ωB97M-V functional and the def2-TZVPD basis, the OMol25 dataset).

Calculated values
- HOMO level (eV) = -10.381
- ΔE to the lowest compared entry with this formula, charge and spin (kcal per mole) = 77.7

Last column: natural (NBO) charge in e.
Positions of all 13 atoms, in Å:
N (-1.710376, 0.715960, -0.242727)  -0.505
C (-2.299608, -0.469795, 0.272786)  -0.435
C (-1.176411, 1.675867, -0.649592)  0.253
H (1.119593, 0.959842, -1.202013)  0.202
H (1.737179, 0.927267, 1.241173)  0.185
H (-1.512274, -1.091591, 0.704185)  0.245
H (2.244056, -0.473845, -1.515408)  0.180
O (0.913136, -0.687459, 0.127025)  -0.514
H (-3.038473, -0.208864, 1.034652)  0.221
H (2.862817, -0.505193, 0.951233)  0.180
C (2.004865, 0.076410, 0.615432)  -0.115
H (-2.794899, -1.015448, -0.534350)  0.222
C (1.650395, 0.096850, -0.802396)  -0.119

Cartesian forces (eV/Å) of the 6 atoms listed first:
N 0.4872 0.9919 -0.4051
C -0.0578 -0.1433 0.0537
C -0.6336 -0.8775 0.4004
H 0.0949 -0.1729 0.0711
H 0.0037 -0.1357 -0.1036
H -0.1151 0.0914 -0.0611


# C19H101BrN4O37S

A 35-piece molecular cluster, C19H101BrN4O37S overall (the ωB97M-V functional and the def2-TZVPD basis, the OMol25 dataset).

Calculated values
- HOMO level (eV) = -9.305

Last column: Löwdin charge in e.
Positions of all 163 atoms, in Å:
O (3.924710, 0.589804, -5.466967)  -0.053
H (-2.984344, 3.959937, 2.422220)  0.101
H (5.572446, 4.360432, 0.576221)  0.025
H (-1.828871, 2.766085, 0.812050)  0.097
H (-5.793644, 2.523984, -0.368223)  0.099
H (-3.440533, 3.861868, -1.219976)  0.026
O (7.964000, 7.462074, 3.572335)  -0.046
O (7.961446, 1.998490, -3.694547)  -0.040
H (6.168170, 4.276058, -1.858981)  0.027
O (-2.350305, -3.308230, 4.531200)  -0.060
O (6.509914, 6.366079, -3.087598)  -0.050
H (1.965969, 2.971307, 1.534749)  0.108
H (-9.450524, -3.435213, -3.268157)  0.012
H (2.908071, 4.639798, -3.948183)  0.018
H (1.827600, -0.088689, -0.865152)  0.126
H (-12.088210, -2.097767, -2.249499)  0.035
H (-0.344066, -2.755869, 2.161732)  0.075
H (0.260245, -2.087742, 7.506587)  0.047
H (5.455988, -0.910243, 7.503726)  0.040
H (2.431176, 7.121810, -0.262511)  0.055
C (0.889158, 1.537106, 0.135310)  -0.215
C (-5.699467, -1.792887, 2.014433)  -0.596
C (-2.027903, 2.055189, 1.669214)  -0.179
H (0.278556, 1.755629, -0.760033)  0.151
H (-8.350636, -1.228335, -0.011862)  0.028
H (-3.839641, -1.180465, 6.304964)  0.011
O (1.934231, -6.510816, 2.583028)  -0.074
H (2.822309, 4.334506, -2.456121)  0.007
H (3.202907, 6.230407, -1.225103)  0.023
O (-0.181791, -1.283546, 7.220478)  -0.039
O (-4.593629, 3.801764, -3.995376)  -0.051
O (-3.201400, -0.460869, 6.246098)  -0.060
H (-2.514382, -2.360616, 4.488268)  0.007
H (5.346784, -0.422035, -2.623233)  0.053
O (4.165352, 4.903332, -5.702563)  -0.044
H (-8.820864, -2.679401, -2.096282)  -0.007
H (4.550068, 5.392630, 1.018829)  0.040
H (-1.691268, -8.240441, 1.683129)  0.051
H (-6.397790, 2.591343, 2.066984)  0.094
O (2.820865, 5.072551, -3.087876)  -0.073
O (3.036595, 6.375235, -0.280635)  -0.049
O (1.506897, 0.356178, 4.519463)  -0.183
H (-0.205644, -4.112054, -2.304446)  -0.061
H (-2.345474, -0.907418, 6.219766)  -0.003
O (4.529848, 0.308033, -9.880158)  -0.052
H (6.609083, -3.199268, -9.075094)  0.002
H (7.410688, -0.939956, -7.757059)  0.014
H (-0.117677, -1.931670, -0.782905)  0.103
H (2.127920, -1.142041, 5.833761)  0.077
C (-5.335232, 2.677044, 1.740403)  -0.231
H (2.477288, -1.451468, 4.110636)  0.103
H (5.738714, 1.446495, 3.813152)  0.031
H (-5.721381, -2.649626, 5.238022)  -0.019
O (4.636255, 4.460786, 0.796193)  -0.071
N (-4.860048, -3.605591, 2.614356)  0.019
O (6.039028, -0.548579, -3.281837)  -0.041
O (-2.886816, 4.218906, -0.517097)  -0.043
H (-1.487872, -0.627418, 1.346203)  0.110
H (8.209179, 4.890654, 1.828867)  0.047
H (4.550360, 0.302817, 7.440113)  0.039
H (-2.938406, -3.676987, 3.860938)  -0.010
C (-4.314730, 2.253831, 2.849002)  -0.222
H (-1.175854, 0.026300, -0.266116)  0.127
Br (-0.160484, -4.668733, 0.376895)  0.740
H (-0.644871, -11.817344, -0.011556)  0.028
O (7.303669, 5.149144, 1.640548)  -0.051
H (-9.958051, -3.473317, -5.739200)  0.049
H (8.548696, 8.210541, 3.720100)  0.043
H (-3.594488, -7.144900, 0.042619)  0.038
O (3.817158, 0.119715, 1.117508)  0.161
C (-0.600702, -2.881926, 1.092342)  -0.550
O (-4.602977, -7.107531, 3.419171)  -0.064
C (2.689894, 0.346622, 0.981790)  -0.427
H (1.160645, -6.066037, 2.219916)  -0.069
C (1.531630, 0.304902, 2.057947)  -0.111
H (7.031697, 2.248052, -3.590241)  0.033
H (3.860914, 1.545901, -5.538476)  0.021
S (-6.374190, -0.123862, 1.822424)  1.002
N (-5.285985, -2.412916, 3.100230)  0.060
H (-4.743154, -4.509065, 0.587284)  0.133
H (-7.501535, -2.483179, 0.041921)  0.013
H (6.370728, 7.308533, -3.213215)  0.042
H (1.288050, -0.712022, 2.452990)  0.150
O (-8.400120, -2.183148, -0.122421)  -0.044
O (5.930202, 0.504975, 3.820923)  -0.058
O (6.014047, -3.949321, -9.213980)  -0.070
H (-9.284953, -4.794968, -5.425334)  0.046
C (-0.675606, 1.588645, 2.279648)  -0.124
H (3.470082, -0.292370, 5.049926)  0.074
H (-2.431350, 2.854389, 3.722233)  0.109
H (4.159076, 5.854378, -5.558934)  0.044
H (-5.893142, -3.719621, 6.301100)  0.034
H (2.863657, 4.181339, -0.387355)  0.008
H (-2.691698, 1.245467, 1.316886)  0.077
C (2.435412, -0.650842, 4.887121)  -0.104
H (2.240389, -7.074922, 1.866847)  0.036
C (-5.131498, 1.995792, 0.352354)  -0.259
H (-0.089916, 2.521969, 2.465164)  0.111
H (7.264217, 7.579934, 4.220899)  0.045
H (7.766288, -0.875874, -5.301160)  0.039
H (-5.177763, 3.771327, 1.576018)  0.109
O (5.581730, 3.523414, -2.007054)  -0.047
C (0.221043, 0.723396, 1.316829)  -0.325
H (5.323765, -3.822509, -8.558840)  0.026
O (-8.756897, -2.795317, -3.056838)  -0.077
H (-0.769235, 1.099878, 3.276188)  0.132
H (6.632136, 0.198052, -3.143015)  0.004
H (-6.146673, 0.226406, -0.588683)  0.064
H (-5.087204, -7.342082, 0.229757)  0.045
H (4.450099, -0.629248, -10.085435)  0.038
O (7.057613, -0.946318, -8.656426)  -0.060
H (5.284208, 0.597970, -10.402616)  0.042
C (-5.021168, -3.663945, 1.283212)  -0.090
C (1.974841, 1.047186, 3.361878)  -0.169
H (-5.276122, 2.554927, -2.685368)  0.006
H (5.645656, 5.974016, -3.271808)  0.008
C (-0.662111, -0.375592, 0.635225)  -0.116
O (-5.574920, -2.487433, 0.860106)  -0.010
N (2.751199, 3.176387, -0.392354)  -0.007
H (-4.598337, -0.111907, 0.193093)  0.083
O (-5.178686, 1.601309, -2.539374)  -0.064
O (-0.099658, -4.188622, -3.258016)  -0.072
H (-0.289540, -10.344356, 0.059885)  -0.006
H (5.072993, 4.644442, -5.510948)  0.045
H (-0.434973, -7.564366, 1.162687)  -0.017
N (2.049440, 0.690047, -0.261053)  0.074
H (-4.488789, 4.617219, -4.493638)  0.055
H (4.878458, 3.642194, -1.353884)  -0.006
O (-10.068323, -4.276258, -5.221009)  -0.050
H (0.914494, 3.788439, 0.355619)  0.127
H (-3.801950, 3.294020, -4.204340)  0.058
O (7.843943, -0.007702, -5.708551)  -0.055
C (-5.534207, 0.481645, 0.299946)  -0.417
H (-6.059173, 1.249817, -2.697633)  0.051
H (7.707709, 0.608103, -4.974238)  -0.022
H (1.181032, -1.689634, 0.398774)  0.098
H (-4.112835, 2.087314, -0.053694)  0.076
H (5.379290, 0.148866, 3.111960)  0.010
H (-4.748801, 2.600046, 3.818385)  0.115
H (3.547163, 2.851944, 0.133146)  0.039
H (-1.695873, -2.760833, 0.952376)  0.054
O (0.074062, -11.204117, -0.179618)  -0.061
O (-4.423301, -6.657033, 0.121449)  -0.057
H (3.091272, 0.974475, 3.399210)  0.109
H (-5.487490, -7.460392, 3.289225)  0.031
C (1.582127, 2.907017, 0.493459)  -0.169
H (6.132909, -0.690075, -8.545746)  0.016
H (-4.700656, -6.164955, 3.222552)  0.002
C (-2.895390, 2.895676, 2.710892)  -0.170
H (-4.199910, 1.148750, 2.925007)  0.086
O (4.553958, -0.648016, 7.300519)  -0.051
H (8.305633, 2.002193, -2.795602)  0.068
H (7.298664, 6.102006, 1.790452)  0.021
H (-10.588830, -1.920005, -2.431600)  -0.015
H (1.741804, 2.123693, 3.397472)  0.118
O (-11.415140, -1.422178, -2.364134)  -0.057
H (-0.718535, -4.879849, -3.507508)  0.032
H (4.711863, 0.445393, -4.924775)  -0.004
H (0.374343, -0.951861, 6.505476)  0.002
O (-0.987689, -8.338056, 1.025620)  -0.051
H (-3.075488, 5.161763, -0.532402)  0.052
O (-5.896880, -2.767125, 6.179221)  -0.059
C (0.083940, -1.721179, 0.296777)  -0.256

Cartesian forces (eV/Å) of the 6 atoms listed first:
O 0.1338 0.0837 0.1741
H 0.1146 -0.5076 0.0450
H 0.1445 0.0751 0.5511
H -0.0931 -1.1499 0.7043
H 0.4290 -0.3069 0.5059
H 0.0057 -0.0467 -0.0539


# C2H6N2O

A 2-piece molecular cluster, C2H6N2O overall (the ωB97M-V functional and the def2-TZVPD basis, the OMol25 dataset).

Calculated values
- HOMO level (eV) = -9.532
- SMILES = NC=O.C=N
- ΔE to the lowest compared entry with this formula, charge and spin (kcal per mole) = 44.9

Last column: natural (NBO) charge in e.
Positions of all 11 atoms, in Å:
C (4.559121, -1.845676, -2.505952)  -0.033
H (-3.069420, 1.534865, 0.546467)  0.395
N (4.275893, -1.570234, -1.322697)  -0.617
H (5.147989, -2.743983, -2.672760)  0.160
H (-4.356197, 2.521372, 1.040085)  0.396
O (-2.602356, 0.529374, 2.654610)  -0.586
H (3.782518, -0.760865, -0.985012)  0.353
H (4.291837, -1.225095, -3.366732)  0.137
N (-3.838097, 1.673059, 1.181529)  -0.846
H (-4.513138, 0.879356, 3.060857)  0.125
C (-3.678150, 1.007827, 2.369605)  0.516

Cartesian forces (eV/Å) of the 6 atoms listed first:
C -0.2202 0.7895 -0.2109
H 0.2230 0.2161 0.1245
N 0.5799 -1.1293 1.5519
H -0.0607 -0.0969 -0.2460
H -0.4377 -0.1948 0.2797
O -0.1806 -0.4926 0.0553


# C3H6N2O3

An isolated molecule of C3H6N2O3 (the ωB97M-V functional and the def2-TZVPD basis, the OMol25 dataset).

Calculated values
- HOMO level (eV) = -10.376
- SMILES = NCC(=O)NC(=O)O
- ΔE to the lowest compared entry with this formula, charge and spin (kcal per mole) = 41.5

Last column: natural (NBO) charge in e.
Positions of all 14 atoms, in Å:
C (-0.340331, 0.730430, -0.268565)  0.664
N (-0.966731, 1.643337, 1.902759)  -0.842
N (0.287402, -0.275115, 0.397998)  -0.687
C (-0.518258, 2.046681, 0.442949)  -0.307
O (-0.703352, 0.597435, -1.438260)  -0.608
H (0.403106, 2.538300, 0.422116)  0.221
O (1.051410, -2.351108, 0.477501)  -0.578
H (-1.860634, 1.195601, 1.858531)  0.350
C (0.702715, -1.433918, -0.243289)  0.890
H (-0.014893, -1.278737, -1.977240)  0.523
O (0.837215, -1.383417, -1.551080)  -0.678
H (0.387072, -0.239674, 1.538525)  0.474
H (-1.321609, 2.442104, 2.338625)  0.354
H (-1.384683, 2.802418, 0.222300)  0.224

Cartesian forces (eV/Å) of the 6 atoms listed first:
C -1.1054 0.7457 -2.3221
N 1.7273 -0.4739 -1.4130
N -0.1203 0.9292 3.6552
C -4.2566 -0.2464 3.0351
O -0.0202 0.2733 0.9791
H 1.4484 0.8951 0.4619


Across the entries above, calculated total energy takes the values -17719.1148; -49123.3249; -7796.2728; -183935.9562; -7197.8425; -12330.4291 eV, respectively.
Across the entries above, maximum force takes the values 5.62; 4.01; 1.18; 5.84; 2.00; 5.23 eV Å⁻¹, respectively.
Across the entries above, molecular weight takes the values 119.23; 199.39; 85.11; 1089.98; 74.08; 118.09 u, respectively.